1.
52
Properties=species:S:1:pos:R:3:mulliken_charge:R:1 method="wB97M-V/def2-TZVPD" orbital_gap_ev="4.56 / 4.66" largest_force_ev_per_a=5.231 total_charge=+1
O -0.3818 0.4397 -5.4186 -0.506
H -0.8516 0.2558 -6.2445 0.288
Tl 0.1231 0.0289 -0.4607 1.037
N 0.1432 1.9614 0.5888 0.687
N 1.0828 1.5694 -1.6784 0.460
N -1.4562 -0.9648 0.6905 0.281
N -0.7663 -1.5784 -1.6196 0.226
O -0.6021 2.0668 1.6507 -0.926
O -1.8045 -0.4685 1.9447 -0.482
O -0.2297 -1.8613 -2.8886 -0.465
O 1.4505 1.1616 -2.8270 -0.728
C 1.6192 2.6824 -1.0456 0.291
C 1.0424 2.9293 0.2219 0.082
C -1.8412 -2.2220 0.3590 0.161
C -1.3702 -2.5998 -0.9449 0.535
C 1.3922 4.0205 1.1603 -1.368
H 1.6514 3.6234 2.1562 0.254
H 0.5510 4.7197 1.3038 0.284
H 2.2457 4.5935 0.7778 0.348
C 2.8247 3.3266 -1.6075 -1.356
H 2.6635 3.6066 -2.6575 0.325
H 3.6779 2.6267 -1.5791 0.259
H 3.0863 4.2278 -1.0396 0.392
C -2.4697 -3.1499 1.3282 -1.617
C -1.3152 -3.9777 -1.4651 -1.471
H -3.0644 -2.6170 2.0813 0.403
H -1.7011 -3.7324 1.8635 0.291
H -3.1252 -3.8795 0.8320 0.447
H -0.5077 -4.0364 -2.2041 0.429
H -2.2453 -4.2839 -1.9669 0.333
H -1.1346 -4.7002 -0.6563 0.417
H -1.4493 0.4747 1.9523 0.452
H 0.2677 -1.0717 -3.2027 0.367
C -1.3165 1.0654 -4.5275 -0.328
H -0.7549 1.7303 -3.8654 0.067
H -1.7833 0.2949 -3.8997 0.122
H -2.0940 1.6324 -5.0751 0.412
O -2.4761 1.4903 -0.8841 -0.546
H -3.0546 0.8323 -0.4435 0.289
H -2.3327 2.1984 -0.2223 0.316
S 2.2679 -1.0669 0.3738 -0.278
C 1.6984 -1.0343 2.0121 -0.086
N 1.1488 -2.0675 2.6784 0.020
C 0.9115 -1.7667 4.0889 -0.430
C 1.2810 -0.2873 4.1858 -0.502
N 1.7362 0.0286 2.8389 0.110
H 1.1358 -2.9967 2.2893 0.268
H 1.5579 -2.3817 4.7334 0.327
H -0.1383 -1.9575 4.3499 0.253
H 2.0806 -0.1015 4.9167 0.356
H 0.4122 0.3319 4.4477 0.270
H 2.2147 0.8838 2.5985 0.228

---

2.
51
Properties=species:S:1:pos:R:3:mulliken_charge:R:1 method="wB97M-V/def2-TZVPD" orbital_gap_ev="3.49 / 3.07" largest_force_ev_per_a=4.204 relative_energy_kcal_mol=51.56 spin_multiplicity=3 s2=2.107
O -1.0262 3.5225 -4.2721 -0.969
H -0.1876 3.4282 -3.7730 0.117
Ti 0.0809 0.2393 -0.5814 -0.938
N -1.8376 0.6565 -1.1933 0.853
N -0.3142 1.9378 0.4355 1.026
N 0.3112 -1.5898 -1.4091 0.924
N 1.8270 -0.3815 0.3254 0.354
O -2.6738 -0.1674 -1.7355 -0.581
O -0.4058 -2.1693 -2.4674 -0.563
O 2.3773 0.2821 1.4214 -0.501
O 0.5023 2.3785 1.3634 -0.807
C -1.3309 2.6828 -0.0942 -0.045
C -2.1694 1.9837 -1.0067 0.909
C 1.2987 -2.3378 -0.8749 0.360
C 2.0806 -1.6921 0.1619 0.626
C -3.3517 2.5069 -1.7195 -1.469
H -3.2090 2.3910 -2.7983 0.262
H -3.4888 3.5659 -1.5035 0.386
H -4.2474 1.9586 -1.4088 0.342
C -1.4203 4.0934 0.3167 -1.557
H -0.4977 4.6164 0.0418 0.310
H -1.5478 4.1506 1.4015 0.317
H -2.2619 4.5700 -0.1796 0.355
C 1.5589 -3.7346 -1.2832 -1.637
C 3.1293 -2.3821 0.9375 -1.776
H 1.1738 -3.9660 -2.2760 0.414
H 1.1215 -4.4290 -0.5547 0.317
H 2.6435 -3.8917 -1.2705 0.436
H 3.3169 -1.8865 1.8920 0.380
H 4.0368 -2.3546 0.3208 0.411
H 2.8349 -3.4237 1.0997 0.422
H -0.8774 -1.4636 -2.9734 0.272
H 1.8644 1.1587 1.4980 0.458
C 1.3781 1.3020 -1.8224 -0.744
H 1.4785 1.8653 -2.7551 0.434
H 1.9049 0.3226 -1.8694 0.216
H 1.7538 1.9050 -0.9712 0.246
O -1.2740 -0.0737 -5.1829 -0.676
H -1.4338 0.8897 -5.2866 0.371
H -0.5696 -0.1221 -4.5202 0.296
C -1.4746 -1.5402 4.4303 -0.859
N -0.1752 -1.3864 3.7980 0.025
C 1.0642 -1.7318 4.4830 -0.637
C -0.1659 -0.9291 2.5798 0.459
N -0.5007 -0.5557 1.4979 -0.277
H -1.3150 -1.9199 5.4258 0.291
H -2.1068 -2.2475 3.8748 0.318
H -1.9943 -0.5739 4.4946 0.325
H 1.5999 -2.5272 3.9460 0.248
H 1.7131 -0.8496 4.5648 0.298
H 0.8069 -2.0805 5.4724 0.258

---

3.
49
Properties=species:S:1:pos:R:3:mulliken_charge:R:1 method="wB97M-V/def2-TZVPD" orbital_gap_ev=3.87 largest_force_ev_per_a=5.201 relative_energy_kcal_mol=239.24 total_charge=-1
Sr -20.8731 -7.1315 15.7414 1.667
C -24.3994 -2.3055 13.5626 -0.809
C -24.4500 -2.8045 15.0358 0.478
O -25.0947 -2.2208 15.8664 -0.642
O -23.6991 -3.7650 15.4562 -0.684
H -23.6648 -1.5334 13.3342 0.215
H -25.3441 -1.8140 13.3300 0.277
H -24.2731 -3.0996 12.8266 0.230
C -24.8572 -11.3401 18.3693 -0.811
C -23.8710 -10.2392 18.2632 0.595
O -22.7580 -10.4663 17.8311 -0.749
O -24.2091 -9.0622 18.4211 -0.723
H -24.8697 -11.8728 17.4184 0.211
H -25.8671 -10.9850 18.5748 0.281
H -24.6926 -11.9859 19.2318 0.251
C -17.6775 -4.6265 21.4585 -0.727
C -19.1926 -4.7517 21.0617 0.435
O -19.5630 -5.1103 19.9322 -0.629
O -19.9960 -4.2102 21.8498 -0.713
H -17.3554 -3.7701 20.8662 0.162
H -17.1822 -5.5555 21.1760 0.227
H -17.4851 -4.5029 22.5243 0.260
C -17.8582 -4.3683 15.2560 -0.867
O -17.9229 -5.7797 15.1646 -0.194
C -16.5615 -6.2904 15.1378 -0.426
C -16.6056 -7.6647 15.7830 -1.109
N -17.6708 -8.6100 15.4198 -0.100
C -17.5868 -9.0086 14.0475 -0.615
C -18.7099 -10.0508 13.8503 -0.820
O -19.9584 -9.4156 13.6770 -0.138
C -20.9566 -10.4343 13.4474 -0.908
H -18.8245 -3.9662 14.9514 0.309
H -17.1189 -3.9535 14.5707 0.318
H -17.5757 -3.9085 16.2030 0.343
H -15.8858 -5.7597 15.8085 0.394
H -16.1476 -6.4169 14.1375 0.321
H -16.6955 -7.4119 16.8395 0.435
H -15.6877 -8.2428 15.6767 0.435
H -17.6282 -9.4931 15.9080 0.270
H -16.6891 -9.4388 13.6034 0.391
H -17.7585 -8.1160 13.4460 0.298
H -18.7810 -10.6591 14.7520 0.379
H -18.4749 -10.7691 13.0647 0.444
H -21.1243 -10.9371 14.3999 0.424
H -20.6259 -11.0267 12.5943 0.301
H -21.9473 -10.0749 13.1692 0.281
O -20.5495 -5.8584 12.0310 -0.539
H -20.6581 -4.9894 11.6446 0.282
H -20.4265 -6.4406 11.2813 0.287